1.
Below is a structure of composition C21H14AlCl3N6O7S, with properties calculated with ωB97M-V/def2-TZVPD.

The largest force on an atom comes out at 0.734 eV/A. The value obtained for the total energy is -100283.990 eV. As for the charge: 0. The value obtained for the energy above the lowest of the compared OMol25 structures with the same formula, charge and spin is 0.0455 eV.

XYZ file:
```
53
Properties=species:S:1:pos:R:3:forces:R:3:nbo_charge:R:1
C -1.662 -0.306 -1.260 0.0828 0.0078 -0.1234 0.604
O -0.307 -2.860 -1.935 0.0752 0.0216 0.0766 -0.927
S 0.496 -1.796 -1.407 0.0046 0.2180 -0.0057 2.348
O 0.491 -4.977 3.913 -0.1924 0.0327 -0.2343 -0.666
O -1.940 -1.708 1.795 0.0184 -0.0228 0.1080 -0.834
C -1.368 2.298 3.294 0.0884 -0.0716 -0.2122 -0.104
H 3.882 1.600 -5.705 -0.0033 0.0316 0.0125 0.384
C -4.068 0.655 -1.964 -0.0168 -0.0201 -0.1301 -0.348
H 2.262 -0.112 1.826 0.0115 0.0071 0.0197 0.434
H 0.986 -0.529 -6.080 0.0027 -0.0017 0.0290 0.211
Cl -1.975 0.702 3.631 -0.1287 0.1223 0.0993 0.065
C 2.551 0.293 -4.857 0.0076 0.0535 -0.0881 0.202
H -0.342 -4.577 3.555 0.1271 -0.0510 0.0150 0.514
C -1.025 4.573 3.854 0.0005 0.0602 0.0389 -0.050
Al -1.101 -0.244 1.121 0.5950 -0.1874 -0.3866 1.920
C -0.389 4.775 2.642 0.0477 0.1133 -0.0413 -0.235
C 2.432 -0.250 -2.512 -0.0901 -0.0078 -0.0402 -0.150
N 0.489 -1.059 2.079 -0.0341 -0.1287 0.1057 -0.363
C 1.262 -0.966 -2.741 0.0884 0.0283 -0.1234 -0.352
H -3.375 0.184 -3.947 0.0088 -0.0085 0.0180 0.203
H 2.844 -0.206 -1.512 -0.0043 0.0044 -0.0401 0.228
O 1.517 -2.057 -0.429 -0.0357 -0.1416 0.1105 -0.972
N 1.804 -0.916 2.224 0.0754 0.0991 0.0092 -0.271
H -5.032 1.036 -2.264 0.0286 -0.0061 -0.0093 0.237
H 3.986 0.933 -3.389 -0.0182 -0.0106 0.0021 0.211
C -0.732 2.444 2.052 -0.0745 -0.1340 0.0966 0.355
O -1.698 -3.655 2.876 0.1078 -0.0546 0.0593 -0.600
N 3.214 0.881 -5.919 0.0051 -0.1028 0.0853 -0.791
Cl -1.200 5.900 4.963 0.0083 -0.0518 -0.0454 0.010
H -0.002 5.751 2.383 -0.0108 -0.0340 0.0050 0.245
C 2.354 -1.997 2.794 0.1238 0.1375 -0.0608 0.063
C 0.190 -2.251 2.572 -0.1483 -0.0535 -0.0462 0.085
O -0.592 1.446 1.207 0.0299 0.0398 0.1862 -0.886
C 0.738 -1.066 -4.025 0.0346 -0.0398 0.0830 -0.138
C -3.694 0.604 -0.642 -0.0161 -0.0365 0.3013 0.135
H 3.411 -2.086 2.991 -0.0699 0.0436 -0.0364 0.255
H 2.692 1.035 -6.763 -0.0316 0.0105 -0.0113 0.385
C 1.340 -2.894 3.051 -0.1967 -0.1338 -0.1290 -0.239
H -0.166 -1.638 -4.186 0.0464 0.0182 0.0059 0.248
O 2.647 -4.509 4.124 0.0379 -0.1162 -0.2355 -0.575
C 3.069 0.380 -3.561 0.0372 0.0259 0.0158 -0.286
C -1.523 3.329 4.196 -0.0602 -0.0252 0.0964 -0.241
H -4.344 0.937 0.158 0.0237 0.0068 -0.0041 0.216
N -0.483 -0.690 -0.680 -0.6693 -0.0485 -0.1613 -1.051
C -0.248 3.722 1.757 0.0328 0.0733 0.0133 -0.092
Cl 0.550 3.971 0.241 -0.0148 -0.0055 0.0325 0.023
N -2.512 0.113 -0.288 0.0841 0.0578 -0.0012 -0.611
C 1.381 -0.443 -5.074 0.0009 0.0387 -0.0743 -0.285
C 1.556 -4.214 3.711 -0.0759 0.3017 0.5578 0.784
C -3.143 0.179 -2.887 0.0616 -0.0036 -0.0143 0.135
H -2.022 3.170 5.143 0.0170 -0.0099 -0.0367 0.246
C -1.257 -2.615 2.433 -0.0310 0.0334 -0.0387 0.791
N -1.945 -0.291 -2.562 0.0087 -0.0797 0.1470 -0.472
```
Forces are in eV/Å.

---

2.
Below is the ion C5H11N2 with charge +1, with properties calculated with ωB97M-V/def2-TZVPD.

The largest force on an atom comes out at 2.856 eV/A. The value obtained for the total energy is -8335.013 eV. As for the charge: +1. The value obtained for the energy above the lowest of the compared OMol25 structures with the same formula, charge and spin is 2.1061 eV.

XYZ file:
```
18
Properties=species:S:1:pos:R:3:forces:R:3:nbo_charge:R:1
H -0.067 -1.717 1.276 -0.0739 -0.1903 0.2433 0.234
C 1.578 -0.481 0.450 0.0110 -0.9712 0.3598 -0.255
H 1.987 1.554 -0.014 -0.1641 -0.1508 -0.1543 0.449
H 2.429 -0.939 -0.066 0.1419 0.2912 -0.0529 0.222
H 1.434 0.646 -1.283 0.1077 0.1518 0.2312 0.435
H -2.918 -0.496 0.207 -0.0211 0.0546 -0.0370 0.413
N 1.310 0.831 -0.282 0.0746 0.1882 -0.2931 -0.503
C 0.355 -1.315 0.380 -1.2654 1.9245 -0.6227 -0.341
C -0.508 -1.129 -0.828 -0.0857 -0.0542 -0.1568 -0.461
H -0.191 1.743 0.916 0.2006 -0.0217 -0.1860 0.229
H -2.366 0.743 1.232 0.0260 0.0458 -0.0318 0.400
H -0.298 2.070 -0.823 0.1580 0.0666 0.0066 0.247
C -0.085 1.296 -0.080 -0.7904 0.2539 0.1170 -0.272
H -1.271 -1.889 -0.937 -0.1014 -0.0449 -0.1350 0.259
N -2.245 0.234 0.370 -0.1164 0.0218 -0.2201 -0.758
H 1.869 -0.272 1.482 0.0038 0.1565 -0.1620 0.235
H 0.025 -1.020 -1.772 -0.0459 -0.0487 -0.1675 0.210
C -1.040 0.143 -0.229 1.9408 -1.6731 1.2613 0.258
```
Forces are in eV/Å.

---

Ordered molecular weight results: 627.8 99.2; unit g/mol.
Ordered highest occupied orbital energy results: -8.51 -11.17; unit eV.